No. 1
Molecular formula: C20H37Cl22O2P
Method: DFT, ωB97M-V/def2-TZVPD

Calculated values
SMILES: CCCO[PH2](O)c1ccccc1.ClCCl.ClCCl.ClCCl.ClCCl.ClCCl.ClCCl.ClCCl.ClCCl.ClCCl.ClCCl.ClCCl
frontier orbital gap: 9.63 eV
max |F|: 2.89 eV/A
E_LUMO: 0.35 eV

Element x y z (Å)
C 0.703 -1.562 0.652
C -0.121 -0.365 1.307
C -1.102 0.226 0.203
O -2.175 0.916 0.849
P -3.634 0.900 -0.083
O -5.001 0.964 -1.137
C -4.010 -0.882 0.419
C -3.513 -1.437 1.681
C -3.744 -2.818 2.098
C -4.503 -3.668 1.185
C -5.016 -3.121 -0.062
C -4.787 -1.740 -0.467
H 1.752 -1.545 1.050
H 0.269 -2.562 0.898
H 0.712 -1.478 -0.466
H 0.568 0.455 1.629
H -0.694 -0.825 2.152
H -1.418 -0.648 -0.426
H -0.546 0.926 -0.493
H -2.829 1.105 -1.249
H -4.145 2.024 0.641
H -5.832 0.868 -0.638
H -2.919 -0.808 2.384
H -3.338 -3.213 3.060
H -4.655 -4.730 1.492
H -5.607 -3.794 -0.728
H -5.204 -1.432 -1.451
Cl -0.945 4.062 0.430
C -0.492 3.410 2.008
Cl 1.240 3.613 2.313
H -1.051 3.932 2.779
H -0.733 2.350 2.031
Cl 4.048 2.915 -0.478
C 2.482 3.372 -1.158
Cl 2.181 2.540 -2.689
H 1.701 3.105 -0.453
H 2.473 4.445 -1.333
Cl 2.254 5.771 -6.580
C 3.232 4.785 -5.486
Cl 3.404 5.552 -3.906
H 2.750 3.819 -5.356
H 4.219 4.650 -5.921
Cl 8.709 -0.543 -1.051
C 7.367 0.582 -0.791
Cl 6.297 0.021 0.497
H 7.771 1.552 -0.515
H 6.796 0.667 -1.711
Cl -0.437 5.019 -3.177
C -0.946 4.502 -4.788
Cl -2.619 4.967 -5.117
H -0.300 4.967 -5.527
H -0.863 3.420 -4.852
Cl -3.707 -5.982 3.396
C -3.894 -7.574 2.645
Cl -3.804 -7.466 0.882
H -3.101 -8.225 2.999
H -4.859 -7.983 2.925
Cl 4.340 3.782 3.769
C 3.710 4.680 5.154
Cl 4.525 4.210 6.651
H 3.868 5.742 4.986
H 2.648 4.475 5.252
Cl 9.631 -2.589 -4.815
C 9.290 -3.382 -3.273
Cl 8.138 -4.708 -3.473
H 10.217 -3.780 -2.869
H 8.870 -2.651 -2.588
Cl 6.970 7.932 -2.067
C 7.142 6.287 -2.690
Cl 6.208 5.134 -1.731
H 6.784 6.261 -3.716
H 8.191 6.006 -2.656
Cl -8.091 -0.284 -0.109
C -8.427 -2.008 -0.306
Cl -8.417 -2.475 -2.010
H -7.662 -2.576 0.219
H -9.405 -2.225 0.114
Cl -3.825 -8.550 5.698
C -5.424 -9.216 6.061
Cl -6.469 -9.216 4.635
H -5.307 -10.238 6.410
H -5.887 -8.612 6.836

No. 2
Molecular formula: C20H37IIrN4OSi2
Method: DFT, ωB97M-V/def2-TZVPD

Calculated values
frontier orbital gap (alpha / beta): 4.76 / 5.21 eV
max |F|: 4.65 eV/A
ΔE to the lowest compared entry with this formula, charge and spin: 55.8 kcal per mole
2S+1: 6
charge: +2
E_LUMO (alpha / beta): -7.11 / -9.38 eV

Element x y z (Å)
Ir 0.661 0.205 0.734
N -3.286 4.073 5.218
C -3.567 3.788 3.939
O -4.590 4.127 3.305
C -2.577 2.922 3.259
C -2.631 2.877 1.825
C -1.717 2.130 1.124
N -0.659 1.481 1.737
C -0.595 1.593 3.091
C -1.551 2.268 3.884
H -3.958 4.705 5.734
H -2.402 3.742 5.577
H -3.401 3.470 1.253
H -1.687 2.059 0.038
H 0.253 1.069 3.574
H -1.410 2.195 4.987
I 0.874 -3.270 2.110
C 0.110 -1.294 2.204
H 0.222 -0.977 3.255
H -0.948 -1.307 1.985
N -0.540 -0.640 -0.722
C -1.379 -1.169 -1.361
N -2.284 -2.006 -1.900
C -2.444 -3.408 -1.456
C -2.523 -4.327 -2.677
C -3.406 -3.765 -3.858
C -3.560 -2.246 -3.997
C -3.468 -1.505 -2.657
H -3.325 -3.472 -0.828
H -1.544 -3.551 -0.814
H -2.978 -5.292 -2.411
H -1.485 -4.564 -2.943
H -4.425 -4.178 -3.633
H -3.104 -4.295 -4.773
H -4.528 -2.007 -4.434
H -2.856 -1.777 -4.684
H -4.338 -1.660 -2.032
H -3.380 -0.398 -2.806
C 1.942 -1.817 -2.682
Si 2.434 -0.177 -1.921
C 4.136 0.448 -2.358
C 1.326 1.201 -2.679
C 2.285 -0.471 -0.001
Si 3.094 0.855 1.237
C 3.132 0.187 3.004
C 4.966 1.004 0.787
C 2.721 2.723 1.366
H 2.801 -2.369 -3.120
H 1.299 -1.542 -3.509
H 1.381 -2.529 -2.044
H 4.262 0.343 -3.456
H 4.918 -0.201 -1.924
H 4.299 1.508 -2.045
H 1.684 1.336 -3.744
H 1.336 2.160 -2.092
H 0.275 0.791 -2.715
H 2.543 -1.505 0.130
H 3.378 -0.905 2.989
H 2.183 0.404 3.549
H 3.956 0.629 3.597
H 5.352 0.129 0.217
H 5.491 0.966 1.781
H 5.263 1.931 0.342
H 3.206 2.980 2.332
H 1.657 2.910 1.554
H 3.111 3.413 0.558

No. 3
Molecular formula: C20H37INO5PS4
Method: DFT, ωB97M-V/def2-TZVPD

Calculated values
frontier orbital gap: 7.76 eV
max |F|: 7.04 eV/A
E_LUMO: -0.37 eV

Element x y z (Å)
C 6.281 -2.218 -0.431
C 5.162 -1.692 -1.417
C 4.155 -0.735 -0.655
C 3.119 -1.646 0.073
N 2.411 -0.970 1.193
C 1.433 -1.967 1.711
C -0.047 -1.574 1.319
C -0.617 -0.714 2.489
C -2.016 -0.079 2.206
C -2.040 0.774 0.864
C -2.991 -0.026 -0.114
C -2.986 0.578 -1.576
S -2.288 2.258 -1.481
O -2.904 3.044 -2.588
O -0.834 2.169 -1.726
O -2.712 3.031 -0.080
C -2.524 2.234 1.106
I -4.465 2.294 2.160
P -1.327 3.237 2.204
S 0.518 2.617 2.088
C 3.374 -0.640 2.240
S 4.332 -1.789 2.978
S 3.541 1.069 2.849
C 3.751 2.197 1.418
C 4.363 3.593 1.845
C 5.662 3.923 1.039
H 6.283 -3.320 -0.360
H 7.275 -1.852 -0.765
H 6.099 -1.724 0.549
H 4.587 -2.503 -1.906
H 5.672 -1.048 -2.163
H 4.773 -0.131 0.038
H 3.666 -0.110 -1.433
H 2.324 -1.920 -0.655
H 3.644 -2.576 0.389
H 1.699 -3.001 1.413
H 1.464 -1.895 2.823
H -0.636 -2.503 1.149
H 0.050 -1.013 0.362
H -0.767 -1.420 3.343
H 0.146 0.012 2.834
H -2.727 -0.929 2.102
H -2.302 0.517 3.096
H -0.985 0.763 0.510
H -2.727 -1.099 -0.073
H -4.033 0.060 0.272
H -4.025 0.580 -1.960
H -2.403 -0.097 -2.233
H -1.359 4.565 1.662
H -1.835 3.347 3.532
H 4.399 1.788 0.616
H 2.769 2.408 0.936
H 3.626 4.385 1.621
H 4.610 3.538 2.928
H 5.974 4.977 1.208
H 6.513 3.276 1.343
H 5.509 3.830 -0.059
O -5.407 -3.295 -1.303
C -5.876 -2.674 -2.211
O -5.785 -1.323 -2.316
C -6.541 -0.877 -3.457
C -6.650 -2.089 -4.360
C -6.675 -3.235 -3.361
H -7.517 -0.526 -3.111
H -6.020 -0.050 -3.938
H -7.517 -2.057 -5.019
H -5.756 -2.167 -4.985
H -7.687 -3.453 -3.015
H -6.206 -4.132 -3.759

No. 4
Molecular formula: C20H37N6O7
Method: DFT, ωB97M-V/def2-TZVPD

Calculated values
frontier orbital gap: 4.48 eV
max |F|: 12.17 eV/A
ΔE to the lowest compared entry with this formula, charge and spin: 0.0 kcal per mole
charge: +1
E_LUMO: -5.78 eV

Element x y z (Å)
C -0.583 -3.165 0.588
C 0.253 -2.087 1.375
C 1.567 -2.767 1.749
C 2.710 -1.854 1.964
C 2.815 -0.686 1.053
C 1.514 -0.022 0.611
N 0.288 -0.937 0.511
O -0.736 -0.532 -0.095
C 1.774 0.642 -0.768
C 1.081 1.159 1.447
C -0.627 -1.759 2.715
H -0.102 -3.522 -0.222
H -1.602 -2.826 0.329
H -0.490 -3.998 1.215
H 2.046 -3.327 0.917
H 1.402 -3.580 2.403
H 3.479 -2.611 2.240
H 2.621 -1.257 2.993
H 3.203 -1.121 0.203
H 3.483 0.034 1.497
H 2.552 1.240 -0.753
H 0.917 1.076 -1.139
H 2.049 -0.103 -1.375
H 0.392 1.737 0.993
H 2.068 1.810 1.549
H 0.692 0.856 2.602
H -0.987 -2.582 3.439
H -1.572 -1.302 2.330
H -0.271 -0.794 3.220
N -6.006 0.216 1.633
C -5.307 -0.931 1.962
C -4.578 -1.393 0.699
C -5.005 -0.353 -0.365
C -5.804 0.639 0.349
H -6.567 0.921 2.409
H -5.343 -1.240 2.931
H -4.005 -2.108 0.427
H -4.923 -0.331 -1.427
H -6.612 1.627 0.076
N -2.194 3.732 0.697
C -1.693 3.898 1.985
C -1.884 2.657 2.677
C -2.587 1.669 1.638
C -2.648 2.508 0.409
H -2.254 4.515 -0.039
H -1.227 4.805 2.212
H -1.634 2.582 3.666
H -2.951 0.683 1.576
H -2.830 2.348 -0.593
C 0.871 -1.263 -3.991
N 0.757 -2.332 -3.035
O -0.163 -3.187 -3.156
O 1.575 -2.380 -2.000
H -0.053 -0.564 -4.200
H 1.155 -1.504 -5.009
H 1.697 -0.531 -3.518
C 4.645 -2.854 -3.464
N 4.629 -1.558 -2.701
O 4.123 -0.622 -3.292
O 5.246 -1.545 -1.720
H 3.858 -3.349 -3.302
H 5.376 -3.450 -3.128
H 4.763 -2.551 -4.496
C 0.586 5.069 -1.164
N 1.766 4.293 -1.544
O 2.811 4.875 -1.180
O 1.672 3.456 -2.364
H 0.767 6.242 -0.957
H 0.231 4.719 -0.160
H -0.197 4.866 -2.127

No. 5
Molecular formula: C20H37O2S4Si2Sr
Method: DFT, ωB97M-V/def2-TZVPD

Calculated values
frontier orbital gap: 5.38 eV
max |F|: 0.69 eV/A
ΔE to the lowest compared entry with this formula, charge and spin: 0.0 kcal per mole
charge: -1
E_LUMO: 2.02 eV

Element x y z (Å)
Sr 0.820 -0.863 0.231
C -3.086 1.074 -0.613
C -2.619 1.486 0.780
S -0.826 1.643 0.985
C -0.530 3.384 0.601
C -0.754 3.846 -0.835
S 0.420 3.082 -1.987
C -0.664 2.648 -3.375
C -0.050 1.509 -4.187
S 0.217 -0.041 -3.284
C -1.320 -0.927 -3.628
C -2.568 -0.420 -2.910
S -2.436 -0.553 -1.100
H -2.746 1.798 -1.350
H -4.178 1.053 -0.634
H -2.920 0.728 1.503
H -3.092 2.427 1.069
H 0.517 3.534 0.884
H -1.140 3.988 1.277
H -0.639 4.932 -0.869
H -1.766 3.619 -1.167
H -0.820 3.516 -4.021
H -1.631 2.347 -2.977
H 0.934 1.814 -4.547
H -0.662 1.303 -5.068
H -1.089 -1.943 -3.315
H -1.494 -0.928 -4.708
H -3.428 -1.003 -3.246
H -2.768 0.621 -3.162
C 2.522 2.453 2.818
Si 2.912 1.474 1.201
C 3.564 2.906 0.086
C 4.584 0.672 1.728
H 3.388 3.055 3.116
H 2.299 1.762 3.635
H 1.662 3.131 2.737
H 4.349 3.474 0.598
H 2.773 3.611 -0.196
H 3.983 2.517 -0.846
H 5.287 1.428 2.098
H 5.061 0.148 0.896
H 4.433 -0.061 2.526
C -0.763 -1.624 4.345
Si -1.250 -1.896 2.504
C -3.167 -1.736 2.644
C -1.051 -3.805 2.346
C 0.196 -4.392 2.597
C 0.421 -5.751 2.435
C -0.605 -6.578 1.994
C -1.847 -6.024 1.724
C -2.062 -4.662 1.901
H -1.377 -2.225 5.024
H -0.885 -0.571 4.615
H 0.284 -1.877 4.524
H -3.568 -2.497 3.320
H -3.677 -1.833 1.681
H -3.442 -0.764 3.065
H 1.022 -3.765 2.922
H 1.402 -6.164 2.640
H -0.433 -7.639 1.854
H -2.655 -6.656 1.371
H -3.044 -4.259 1.679
O 2.274 -2.704 -0.534
C 1.471 -2.973 -1.456
O 0.309 -2.500 -1.558
H 1.812 -3.667 -2.251

No. 6
Molecular formula: C20H38Br4Cl3CoGeN4O7P3S2
Method: DFT, ωB97M-V/def2-TZVPD

Calculated values
frontier orbital gap (alpha / beta): 6.92 / 5.43 eV
max |F|: 0.91 eV/A
2S+1: 3
charge: -1
E_LUMO (alpha / beta): 2.14 / 0.47 eV

Element x y z (Å)
Co -0.275 -0.169 -0.522
Br -1.306 6.148 -2.750
C -0.880 4.639 -1.707
C -0.448 4.813 -0.349
Br -0.231 6.544 0.357
C -0.183 3.723 0.448
Br 0.392 3.849 2.229
C -0.328 2.424 -0.084
O -0.205 1.362 0.581
C -0.673 2.246 -1.485
O -0.722 1.051 -1.891
C -0.990 3.381 -2.262
Br -1.506 3.077 -4.041
C -1.836 -3.762 3.777
N -1.896 -2.764 2.705
C -2.404 -1.467 3.165
P -0.616 -2.668 1.655
O -0.235 -1.348 1.062
O -2.061 -2.878 0.126
P -1.899 -2.395 -1.304
O -0.597 -1.693 -1.637
N -1.952 -3.713 -2.327
C -3.157 -4.532 -2.271
C -1.313 -3.676 -3.640
N -3.269 -1.477 -1.614
C -3.305 -0.869 -2.955
C -3.661 -0.529 -0.562
N -0.018 -4.138 1.205
C -0.877 -5.243 0.784
C 1.297 -4.117 0.555
H -2.857 -4.045 4.046
H -1.330 -3.368 4.664
H -1.297 -4.648 3.446
H -1.843 -1.099 4.030
H -3.456 -1.578 3.438
H -2.320 -0.726 2.372
H -3.571 -4.504 -1.263
H -2.910 -5.567 -2.519
H -3.924 -4.184 -2.974
H -0.501 -2.954 -3.631
H -2.020 -3.407 -4.435
H -0.905 -4.663 -3.873
H -3.091 -1.626 -3.710
H -2.584 -0.054 -3.065
H -4.309 -0.479 -3.138
H -3.618 -1.021 0.405
H -4.685 -0.200 -0.746
H -3.022 0.364 -0.540
H -1.876 -5.131 1.196
H -0.438 -6.177 1.147
H -0.963 -5.287 -0.305
H 1.784 -3.151 0.685
H 1.189 -4.294 -0.519
H 1.941 -4.888 0.985
Cl 3.668 0.403 3.917
Ge 1.655 0.369 2.878
Cl 0.941 -2.472 3.254
Cl 0.411 0.899 4.716
C 3.981 -0.551 -4.770
C 2.673 -0.731 -4.020
C 2.631 -2.050 -3.268
O 2.409 0.440 -3.211
P 2.906 0.893 -1.759
S 2.464 2.801 -1.606
S 2.247 -0.352 -0.325
O 4.498 0.674 -1.926
C 5.531 0.671 -0.902
C 5.260 1.618 0.254
C 5.788 -0.751 -0.427
H 4.140 -1.409 -5.430
H 4.809 -0.481 -4.065
H 3.961 0.361 -5.370
H 1.847 -0.708 -4.731
H 3.493 -2.150 -2.606
H 2.648 -2.869 -3.996
H 1.729 -2.126 -2.665
H 6.406 1.025 -1.448
H 4.377 1.307 0.813
H 5.100 2.635 -0.102
H 6.120 1.602 0.929
H 4.948 -1.109 0.167
H 6.694 -0.774 0.188
H 5.927 -1.417 -1.283

Number 1: calculated total energy -11400.239995 Eh. Number 2: calculated total energy -2058.757045 Eh. Number 3: calculated total energy -3446.904158 Eh. Number 4: calculated total energy -1638.501344 Eh. Number 5: calculated total energy -3137.330841 Eh. Number 6: calculated total energy -18487.847228 Eh.